Arrangement 1

19
Properties=species:S:1:pos:R:3 method="wB97M-V/def2-TZVPD" orbital_gap_ev=8.5 smiles="C/C=C/O.O.O.O"
C -3.303 0.380 -0.423
C -2.037 0.065 -1.156
C -1.390 -1.095 -1.087
O -0.168 -1.325 -1.706
H -3.533 1.439 -0.487
H -3.321 0.159 0.647
H -4.169 -0.132 -0.823
H -1.558 0.842 -1.736
H -1.765 -1.979 -0.581
H 0.318 -0.505 -1.514
O 2.010 -0.128 -0.185
H 2.308 0.782 -0.034
H 2.836 -0.608 -0.069
O 0.869 -2.332 2.080
H 0.341 -1.641 2.489
H 1.770 -2.069 2.299
O 3.398 2.374 0.710
H 3.881 2.673 1.489
H 3.512 3.100 0.088

---

Arrangement 2

19
Properties=species:S:1:pos:R:3 method="wB97M-V/def2-TZVPD" orbital_gap_ev=10.5 smiles="CCC=O.O.O.O"
C 0.783 -2.041 -2.703
C 1.673 -1.347 -1.673
C 0.952 -1.214 -0.325
O 0.157 -2.011 0.084
H 0.176 -1.376 -3.311
H 0.223 -2.874 -2.293
H 1.386 -2.513 -3.490
H 2.496 -1.996 -1.403
H 1.894 -0.352 -2.030
H 1.374 -0.479 0.382
O 3.206 3.739 -3.374
H 3.907 3.283 -3.846
H 3.635 4.314 -2.732
O -4.500 1.451 4.931
H -3.689 1.406 4.421
H -4.911 0.585 4.970
O -1.928 0.220 2.510
H -1.435 -0.615 2.548
H -1.264 0.891 2.701

---

The most stable of them is arrangement 2.

---

Arrangement 1

19
Properties=species:S:1:pos:R:3 method="wB97M-V/def2-TZVPD" orbital_gap_ev=10.5 smiles="CCC=O.O.O.O"
C -0.993 0.552 2.426
C -0.371 -0.836 2.596
C 0.183 -1.330 1.296
O -0.506 -1.799 0.427
H -0.319 1.386 2.619
H -1.871 0.699 3.051
H -1.355 0.695 1.406
H 0.408 -0.840 3.348
H -1.169 -1.527 2.897
H 1.265 -1.236 1.116
O 0.644 0.333 -3.211
H 1.200 0.896 -3.764
H 0.738 -0.520 -3.659
O 2.414 3.409 -0.059
H 2.879 4.249 -0.161
H 3.068 2.808 0.312
O -1.889 -1.227 -2.326
H -1.166 -0.643 -2.593
H -1.517 -1.575 -1.502

---

Arrangement 2

19
Properties=species:S:1:pos:R:3 method="wB97M-V/def2-TZVPD" orbital_gap_ev=9.0 smiles="C/C=C/O.O.O.O"
C 0.026 -2.599 -0.120
C 0.151 -1.155 0.220
C 1.327 -0.614 0.500
O 1.476 0.694 0.758
H 0.885 -3.107 -0.417
H -0.447 -3.018 0.818
H -0.843 -2.934 -0.784
H -0.775 -0.651 0.182
H 2.241 -1.052 0.928
H 1.164 1.445 0.257
O -0.673 -2.046 -3.288
H -0.062 -1.396 -3.642
H -1.308 -1.603 -2.710
O -2.774 5.854 -2.407
H -2.793 6.074 -1.499
H -1.919 6.160 -2.731
O 1.732 -0.348 4.756
H 0.930 0.168 5.203
H 1.662 0.128 3.976

---

Arrangement 3

19
Properties=species:S:1:pos:R:3 method="wB97M-V/def2-TZVPD" orbital_gap_ev=8.9 smiles="C/C=C/O.O.O.O"
C -0.113 -1.317 3.708
C 0.612 -1.174 2.369
C 0.040 -0.995 1.179
O 0.796 -0.784 0.044
H 0.069 -0.456 4.361
H 0.351 -2.222 4.134
H -1.150 -1.529 3.453
H 1.699 -1.049 2.358
H -0.937 -1.435 0.981
H 0.172 -0.542 -0.663
O -1.387 -0.541 -1.832
H -1.294 0.080 -2.579
H -2.285 -0.442 -1.508
O 1.293 1.848 -1.383
H 1.161 2.235 -0.512
H 2.060 1.269 -1.357
O -0.876 1.992 -2.742
H -0.156 1.871 -2.032
H -1.341 2.794 -2.485

---

The most stable of them is arrangement 1.